[1]
Here is a cluster of 14 separate species, C36H65BCl39N3O5P in total from the OMol25 dataset. Energies are from ωB97M-V/def2-TZVPD.

- HOMO energy (eV) = -11.227
- net charge = +1

Atoms and positions in Å:
C: 3.34 1.12 2.73
C: 2.97 -0.22 1.88
C: 3.57 -0.26 0.35
C: 2.72 0.60 -0.75
C: 2.23 -0.34 -2.05
C: 0.71 0.10 -2.48
C: -0.45 -0.93 -1.91
C: -0.55 -0.96 -0.27
C: -1.96 -0.24 0.30
O: -2.13 -0.72 1.66
C: -1.22 -0.06 2.59
C: -0.69 1.42 2.18
N: -1.64 2.23 1.28
C: -1.10 3.57 0.84
C: 0.06 4.25 1.77
C: 1.59 3.93 1.19
C: 2.77 4.74 1.99
C: 3.94 5.14 0.90
C: 5.09 4.00 0.68
C: 5.99 3.66 2.01
C: 6.71 2.17 1.77
C: 6.85 1.44 3.24
C: 6.88 -0.20 3.20
O: 6.54 -0.80 1.90
C: 6.14 -2.21 2.03
B: -2.84 2.54 2.17
N: -2.77 3.61 3.29
O: -4.15 1.82 2.13
C: -1.91 1.38 0.07
P: -3.34 1.95 -1.07
N: -4.74 1.13 -0.84
O: -2.79 1.69 -2.74
O: -3.75 3.64 -0.95
H: 3.74 1.94 2.00
H: 4.05 0.93 3.66
H: 2.31 1.54 3.18
H: 3.45 -1.14 2.46
H: 1.80 -0.39 1.92
H: 4.69 0.05 0.25
H: 3.51 -1.40 0.00
H: 1.74 1.11 -0.34
H: 3.39 1.47 -1.17
H: 2.96 -0.05 -2.94
H: 2.38 -1.48 -1.87
H: 0.66 0.00 -3.67
H: 0.55 1.22 -2.19
H: -0.14 -2.01 -2.25
H: -1.50 -0.64 -2.40
H: -0.62 -2.10 0.06
H: 0.35 -0.46 0.29
H: -2.82 -0.74 -0.36
H: -1.77 0.02 3.65
H: -0.30 -0.79 2.77
H: -0.48 1.96 3.22
H: 0.36 1.26 1.64
H: -0.72 3.62 -0.27
H: -2.03 4.32 0.87
H: -0.06 5.43 1.62
H: -0.04 4.07 2.92
H: 1.81 2.79 1.07
H: 1.58 4.38 0.08
H: 3.22 4.12 2.91
H: 2.35 5.73 2.45
H: 3.50 5.38 -0.19
H: 4.50 6.14 1.22
H: 4.61 3.04 0.17
H: 5.85 4.43 -0.13
H: 5.34 3.59 2.98
H: 6.84 4.48 2.17
H: 7.82 2.36 1.39
H: 6.04 1.61 1.00
H: 7.90 1.78 3.68
H: 6.04 1.79 4.01
H: 7.92 -0.67 3.54
H: 6.05 -0.57 3.97
H: 6.85 -2.84 1.31
H: 6.13 -2.62 3.13
H: 5.04 -2.41 1.61
H: -1.92 3.47 3.88
H: -3.59 3.49 3.93
H: -4.86 2.52 2.11
H: -0.94 1.50 -0.62
H: -4.60 0.47 -0.05
H: -1.93 2.24 -2.78
H: -4.64 3.67 -0.44
C: -7.41 2.24 -2.93
Cl: -6.10 3.44 -2.94
Cl: -8.55 2.59 -1.62
Cl: -8.25 2.23 -4.49
H: -6.98 1.26 -2.76
C: -8.76 -0.98 -0.62
Cl: -7.91 -1.90 0.63
Cl: -7.84 -0.98 -2.13
Cl: -10.38 -1.65 -0.88
H: -8.87 0.05 -0.28
C: -11.16 -5.13 -2.63
Cl: -9.63 -6.02 -2.77
Cl: -12.13 -5.32 -4.10
Cl: -12.07 -5.68 -1.21
H: -10.93 -4.07 -2.50
C: 10.27 4.72 1.12
Cl: 10.42 3.69 2.55
Cl: 9.95 3.75 -0.33
Cl: 9.00 5.93 1.35
H: 11.22 5.25 0.97
C: 6.05 -1.73 -2.95
Cl: 4.61 -2.11 -3.89
Cl: 6.72 -0.16 -3.44
Cl: 5.68 -1.74 -1.21
H: 6.81 -2.50 -3.14
C: 6.61 1.25 -7.34
Cl: 5.69 2.77 -7.30
Cl: 8.05 1.36 -6.32
Cl: 5.59 -0.11 -6.84
H: 6.93 1.08 -8.37
C: -6.13 -8.23 -3.02
Cl: -6.36 -9.97 -3.20
Cl: -5.31 -7.86 -1.49
Cl: -5.22 -7.58 -4.39
H: -7.11 -7.75 -3.01
C: 10.76 7.33 4.98
Cl: 11.62 6.42 6.23
Cl: 11.69 7.34 3.47
Cl: 9.14 6.66 4.71
H: 10.66 8.37 5.32
C: 3.51 -5.00 2.69
Cl: 4.75 -5.83 1.74
Cl: 4.25 -3.98 3.94
Cl: 2.47 -4.03 1.63
H: 2.89 -5.76 3.18
C: -5.43 -13.83 -3.38
Cl: -7.01 -14.54 -3.75
Cl: -4.97 -14.18 -1.70
Cl: -4.20 -14.43 -4.50
H: -5.51 -12.74 -3.49
C: -10.75 -6.83 2.73
Cl: -12.19 -7.21 1.78
Cl: -10.08 -5.26 2.24
Cl: -11.12 -6.83 4.46
H: -9.99 -7.59 2.53
C: -8.16 5.42 1.49
Cl: -8.75 6.55 0.26
Cl: -9.45 4.31 1.98
Cl: -6.76 4.51 0.88
H: -7.85 5.99 2.36
C: -6.07 -4.24 -6.95
Cl: -4.54 -5.13 -7.09
Cl: -7.04 -4.43 -8.42
Cl: -6.98 -4.79 -5.53
H: -5.84 -3.18 -6.82


[2]
Here is a cluster of 3 separate species, C6H15NO3 in total from the OMol25 dataset. Energies are from ωB97M-V/def2-TZVPD.

- energy above the lowest of the compared OMol25 structures with the same formula, charge and spin (kJ/mol) = 367.7
- HOMO energy (eV) = -8.319

Atoms and positions in Å:
C: 0.49 -0.93 -1.09
C: 1.81 -0.43 -0.50
C: 0.23 -2.38 -0.72
C: -0.68 0.04 -0.74
O: 0.58 -0.90 -2.52
O: -1.91 -0.56 -0.88
O: -0.58 1.23 -1.16
H: 0.58 0.02 -2.79
H: -2.52 0.12 -1.19
H: 1.03 -2.99 -1.13
H: 1.97 0.61 -0.78
H: 1.82 -0.53 0.58
H: 2.62 -1.02 -0.91
H: -0.71 -2.72 -1.16
H: 0.20 -2.52 0.36
C: 0.15 1.89 1.58
C: -0.77 -0.02 1.57
N: -0.57 2.79 0.90
H: -0.66 2.50 -0.10
H: -1.43 3.10 1.34
H: 1.06 1.58 1.10
H: 0.17 2.00 2.66
H: -1.02 -1.02 1.24
H: -1.73 0.37 1.92
H: -0.11 -0.23 2.42


[3]
Here is a structure of composition C24H37NO2SSbTc from the OMol25 dataset. Energies are from ωB97M-V/def2-TZVPD.

- energy above the lowest of the compared OMol25 structures with the same formula, charge and spin (kJ/mol) = 17.5
- HOMO energy (spin up / spin down) (eV) = -17.470 / -17.474
- spin multiplicity = 4
- net charge = +3

Atoms and positions in Å:
Tc: 0.42 -0.76 -0.47
N: 0.95 -3.25 -3.65
C: 1.09 -2.40 -2.68
O: 0.05 -1.95 -2.07
C: 2.42 -1.92 -2.18
C: 2.20 -0.54 -1.53
H: 0.03 -3.58 -3.93
H: 1.75 -3.61 -4.15
H: 3.17 -1.88 -2.97
H: 2.77 -2.65 -1.45
H: 2.07 0.24 -2.28
H: 3.00 -0.25 -0.85
C: -1.29 3.60 -3.25
C: -0.19 2.80 -2.56
C: 0.70 3.63 -1.64
Sb: -1.14 1.23 -1.37
C: -2.67 0.22 -2.56
C: -3.97 1.02 -2.46
C: -2.14 0.02 -3.97
C: -1.88 2.11 0.47
C: -2.53 1.03 1.33
C: -2.81 3.27 0.16
H: -0.80 4.33 -3.91
H: -1.90 4.17 -2.55
H: -1.94 3.00 -3.88
H: 0.40 2.24 -3.28
H: 0.11 4.21 -0.93
H: 1.27 4.34 -2.24
H: 1.42 3.02 -1.08
H: -2.78 -0.74 -2.05
H: -3.87 2.04 -2.83
H: -4.37 1.04 -1.45
H: -4.72 0.52 -3.09
H: -2.03 0.96 -4.51
H: -2.85 -0.59 -4.52
H: -1.18 -0.50 -3.98
H: -0.95 2.46 0.92
H: -3.44 0.64 0.87
H: -2.81 1.46 2.29
H: -1.85 0.19 1.54
H: -3.72 2.96 -0.35
H: -2.34 4.06 -0.43
H: -3.11 3.72 1.11
O: 0.83 0.09 1.24
S: 2.02 -0.29 2.22
C: 1.42 -0.20 3.84
C: 2.13 0.69 4.65
C: 1.76 0.81 5.98
C: 0.71 0.05 6.47
C: 0.01 -0.83 5.64
C: 0.36 -0.97 4.32
C: 2.16 -2.00 1.81
C: 1.03 -2.75 1.48
C: 1.18 -4.09 1.14
C: 2.45 -4.67 1.15
C: 3.56 -3.91 1.49
C: 3.43 -2.56 1.82
H: 2.96 1.28 4.25
H: 2.30 1.48 6.63
H: 0.43 0.14 7.51
H: -0.81 -1.42 6.04
H: -0.17 -1.67 3.68
H: 0.01 -2.36 1.61
H: 0.31 -4.70 0.92
H: 2.56 -5.72 0.92
H: 4.55 -4.36 1.49
H: 4.30 -1.97 2.07


[4]
Here is a structure of composition C23H43Cl2FN3NdO4Si from the OMol25 dataset. Energies are from ωB97M-V/def2-TZVPD.

- energy above the lowest of the compared OMol25 structures with the same formula, charge and spin (kJ/mol) = 13.8
- HOMO energy (spin up / spin down) (eV) = -6.360 / -6.361
- spin multiplicity = 4

Atoms and positions in Å:
C: -1.95 -0.40 -4.97
C: -1.51 -1.34 -3.89
H: -2.17 -0.95 -5.89
H: -1.12 0.32 -5.18
H: -2.86 0.15 -4.68
C: -0.83 -2.47 -4.20
C: -0.22 -2.80 -5.52
H: -0.62 -3.25 -3.46
H: 0.49 -2.00 -5.83
H: -0.93 -2.93 -6.34
H: 0.33 -3.75 -5.45
Nd: 1.39 1.54 2.05
Cl: 3.61 2.85 2.39
C: -0.47 -1.36 2.67
O: 0.44 -0.53 2.42
N: -0.23 -2.62 3.04
C: 1.13 -3.15 3.12
C: -1.32 -3.42 3.58
H: -1.54 -1.08 2.62
H: 1.82 -2.50 2.58
H: 1.14 -4.16 2.68
H: 1.44 -3.24 4.18
H: -2.27 -2.93 3.34
H: -1.24 -3.52 4.67
H: -1.32 -4.42 3.13
H: 1.33 4.53 7.00
H: -1.31 5.12 6.14
C: 1.49 4.42 5.93
C: -0.83 4.96 5.17
N: 0.25 3.99 5.29
H: 2.29 3.69 5.74
C: 0.07 2.79 4.75
O: 0.99 1.99 4.47
H: -1.56 4.58 4.46
H: -0.99 2.55 4.58
H: 1.75 5.41 5.55
H: -0.43 5.92 4.83
H: 1.86 0.10 -2.72
H: 2.45 -3.03 -2.68
C: 2.89 -0.11 -2.39
C: 3.32 -2.56 -2.20
N: 2.94 -1.31 -1.56
H: 3.26 0.76 -1.84
C: 2.76 -1.23 -0.22
O: 2.63 -0.17 0.42
H: 3.73 -3.27 -1.46
H: 2.77 -2.20 0.31
H: 3.50 -0.31 -3.27
H: 4.07 -2.37 -2.97
O: -1.26 0.29 -2.05
C: -1.84 -0.88 -2.43
C: -0.20 -2.40 -1.32
C: -1.53 -1.99 -1.41
H: 0.54 -1.86 -1.92
C: 0.15 -3.54 -0.58
H: -2.92 -0.68 -2.43
C: -2.51 -2.65 -0.71
H: 1.18 -3.91 -0.60
C: -0.85 -4.16 0.18
C: -2.17 -3.73 0.11
H: -3.55 -2.33 -0.85
H: -0.59 -5.03 0.79
H: -2.94 -4.20 0.74
Si: -0.81 2.96 -1.39
Cl: 0.48 1.39 -0.32
C: 0.52 4.35 -1.27
C: -2.03 3.53 -0.10
C: -1.31 2.69 -3.15
H: 1.15 4.24 -0.37
H: 0.04 5.34 -1.21
H: 1.17 4.35 -2.16
H: -0.42 2.43 -3.75
H: -1.78 3.59 -3.58
H: -2.02 1.85 -3.21
H: -2.43 2.69 0.48
H: -2.87 4.08 -0.58
H: -1.54 4.21 0.62
F: -0.12 3.09 2.12


[5]
Here is an isolated molecule of C5H10O2 from the OMol25 dataset. Energies are from ωB97M-V/def2-TZVPD.

- energy above the lowest of the compared OMol25 structures with the same formula, charge and spin (kJ/mol) = 287.3
- HOMO energy (eV) = -9.544

Atoms and positions in Å:
C: 0.79 0.71 -1.39
C: -0.54 0.73 -0.64
C: -1.01 -0.82 -0.53
C: -0.44 -1.23 0.84
C: 0.62 0.70 1.39
H: 0.75 0.32 -2.37
H: 1.68 0.12 -0.86
H: 1.42 1.70 -1.44
H: -1.34 1.30 -1.07
H: -2.10 -1.08 -0.65
H: -0.50 -1.46 -1.27
H: -0.26 -2.37 0.79
H: -1.20 -1.08 1.68
H: 1.49 1.18 0.98
H: 0.34 0.90 2.51
O: 0.84 -0.75 1.27
O: -0.53 1.13 0.74


[6]
Here is a structure of composition C3H9INS from the OMol25 dataset. Energies are from ωB97M-V/def2-TZVPD.

- energy above the lowest of the compared OMol25 structures with the same formula, charge and spin (kJ/mol) = 174.8
- HOMO energy (eV) = -13.125
- net charge = +1

Atoms and positions in Å:
C: 1.80 0.93 0.26
C: -0.24 -0.79 -0.66
C: 0.29 0.81 0.61
N: -1.57 -1.29 -0.16
S: -0.77 2.14 0.20
I: -0.01 -0.01 2.56
H: 1.74 1.14 -0.82
H: 2.18 -0.10 0.59
H: 2.31 1.66 0.84
H: -0.54 -0.54 -1.67
H: 0.54 -1.52 -0.62
H: -2.49 -0.85 -0.38
H: -1.47 -1.43 0.86
H: -1.52 -2.26 -0.56
H: -0.26 2.12 -1.04


[7]
Here is a cluster of 2 separate species, C2H2NO2 in total from the OMol25 dataset. Energies are from ωB97M-V/def2-TZVPD.

- energy above the lowest of the compared OMol25 structures with the same formula, charge and spin (kJ/mol) = 502.3
- HOMO energy (spin up / spin down) (eV) = -3.638 / -2.253
- net charge = -1

Atoms and positions in Å:
C: 0.84 0.86 -0.34
C: -1.15 -0.42 0.52
N: -0.03 0.08 0.35
O: -2.24 -0.55 0.85
O: -0.10 -2.02 -0.04
H: 1.85 0.88 0.04
H: 0.83 1.17 -1.36


[8]
Here is a structure of composition C2H5N5O from the OMol25 dataset. Energies are from ωB97M-V/def2-TZVPD.

- energy above the lowest of the compared OMol25 structures with the same formula, charge and spin (kJ/mol) = 1005.6
- HOMO energy (eV) = -9.107

Atoms and positions in Å:
C: -0.32 0.27 -0.43
C: -0.13 -0.90 0.54
H: -1.37 3.20 1.31
H: 0.88 1.63 0.96
H: -1.40 1.68 -1.26
H: -1.47 -0.33 2.18
H: -0.62 -2.13 2.08
N: -0.09 2.55 0.39
N: -1.02 1.45 -0.18
N: 0.59 0.05 -1.43
N: 0.62 -1.77 -0.05
N: -0.54 -1.15 1.78
O: 1.22 -1.03 -1.20


[9]
Here is a cluster of 2 separate species, C4H12 in total from the OMol25 dataset. Energies are from ωB97M-V/def2-TZVPD.

- energy above the lowest of the compared OMol25 structures with the same formula, charge and spin (kJ/mol) = 80.9
- HOMO energy (eV) = -11.673

Atoms and positions in Å:
C: 0.76 1.20 1.59
C: 1.88 1.22 0.53
H: 0.45 2.21 1.83
H: -0.15 0.58 1.30
H: 1.24 0.70 2.55
H: 2.70 0.69 0.93
H: 1.67 0.82 -0.39
H: 2.18 2.26 0.21
C: -0.80 -0.68 -1.28
C: -1.87 -1.74 -0.82
H: -1.28 0.00 -1.95
H: -0.38 -0.07 -0.43
H: -0.08 -1.07 -1.92
H: -1.31 -2.45 -0.22
H: -2.15 -2.31 -1.69
H: -2.69 -1.31 -0.35


[10]
Here is an isolated molecule of C16H13NO2S from the OMol25 dataset. Energies are from ωB97M-V/def2-TZVPD.

- energy above the lowest of the compared OMol25 structures with the same formula, charge and spin (kJ/mol) = 353.4
- HOMO energy (eV) = -7.967

Atoms and positions in Å:
N: -0.70 0.53 0.12
O: 1.83 -0.27 0.26
O: -1.51 4.30 -2.50
S: 0.23 -0.45 3.82
C: 0.37 0.05 2.12
C: 1.58 -0.40 1.63
C: -0.51 0.79 1.36
C: -3.61 1.26 -2.15
C: 3.59 -2.75 4.22
C: 3.97 -2.71 2.89
C: -2.79 0.54 -1.25
C: -3.12 2.46 -2.68
C: -1.14 2.35 -1.36
C: 2.44 -2.06 4.63
C: 3.46 -1.86 2.06
C: -1.54 1.10 -0.85
C: -1.88 2.99 -2.21
C: 1.77 -1.37 3.65
C: 2.35 -1.15 2.47
C: -1.11 1.93 2.02
H: 1.12 0.24 -0.11
H: -1.84 4.45 -3.35
H: -4.47 0.75 -2.50
H: 4.04 -3.50 4.96
H: 4.83 -3.22 2.41
H: -3.05 -0.41 -0.94
H: -3.52 3.12 -3.54
H: -0.31 2.84 -0.94
H: 2.00 -1.97 5.64
H: 3.96 -1.90 1.08
H: -1.20 2.73 1.21
H: -2.07 1.73 2.36
H: -0.53 2.25 2.94


Table of M (g/mol), in record order: 2044.385, 149.190, 623.392, 687.844, 102.133, 218.083, 72.043, 115.096, 60.140, 283.352
Table of energy (hartree), in record order: -20264.2383, -517.9802, -1860.1453, -3238.7463, -346.9160, -869.9986, -282.5000, -427.8401, -159.5542, -1220.8350